Record 1
Molecular formula: C5H12N4
Method: DFT, ωB97M-V/def2-TZVPD

* frontier orbital gap: 0.3931 Eh
* E_HOMO: -20.309 eV
* electronic energy: -415.95449 a.u.
* largest force on an atom: 4.85 eV/Å
* LUMO level: -9.613 eV

```
! RIJCOSX wB97M-V def2-TZVPD def2/J DEFGRID3
* xyz 2 1
C -1.468 -1.719 -0.031
C -0.722 -0.484 0.178
N -1.165 0.831 0.085
C -2.431 1.437 -0.083
N -0.130 1.614 0.053
N 0.977 0.889 0.089
C 2.310 1.346 -0.034
N 0.627 -0.392 0.166
C 1.530 -1.434 0.032
H -2.516 -1.578 -0.276
H -0.994 -2.273 -0.787
H -1.199 -2.331 0.824
H -3.075 1.759 0.829
H -2.342 2.513 -0.480
H -3.012 0.706 -0.732
H 2.862 1.314 0.802
H 2.941 0.762 -0.676
H 2.335 2.421 -0.180
H 2.389 -1.122 -0.485
H 1.958 -1.936 0.987
H 1.125 -2.321 -0.283
*
```

Results of the natural (NBO) charge analysis, in e, for atoms 1 through 2: -0.697, 0.520

Record 2
Molecular formula: C5H12N4O
Method: DFT, ωB97M-V/def2-TZVPD

* frontier orbital gap: 0.3380 Eh
* E_HOMO: -18.894 eV
* electronic energy: -491.27664 a.u.
* largest force on an atom: 5.40 eV/Å
* LUMO level: -9.697 eV

```
! RIJCOSX wB97M-V def2-TZVPD def2/J DEFGRID3
* xyz 2 1
H 1.467 -2.500 0.599
N 1.136 -1.577 0.504
C 1.928 -0.577 0.457
C 3.373 -0.392 0.447
N 1.287 0.692 0.206
C 0.206 1.349 -0.073
N -1.009 0.797 -0.205
C -1.652 -0.285 0.265
N -1.153 -1.170 1.133
O -2.961 -0.531 -0.059
C -3.769 0.354 -0.859
H 3.967 -1.285 0.466
H 3.769 0.239 1.373
H 3.695 0.268 -0.424
H 2.132 1.312 0.257
H 0.233 2.482 -0.156
H -1.668 1.222 -0.779
H -0.126 -1.540 1.108
H -1.911 -1.773 1.447
H -3.512 1.414 -0.750
H -4.858 0.333 -0.363
H -3.839 0.126 -1.920
*
```

Results of the natural (NBO) charge analysis, in e, for atoms 1 through 2: 0.424, -0.627

Record 3
Molecular formula: C5H12N4O2
Method: DFT, ωB97M-V/def2-TZVPD

* frontier orbital gap: 0.3512 Eh
* E_HOMO: -8.725 eV
* electronic energy: -567.00266 a.u.
* largest force on an atom: 3.75 eV/Å
* LUMO level: 0.832 eV

```
! RIJCOSX wB97M-V def2-TZVPD def2/J DEFGRID3
* xyz 0 1
C -2.544 0.614 -0.227
N -1.599 -0.107 0.635
C -0.563 -0.582 0.227
O -0.246 -0.645 -1.161
N 0.334 0.291 -2.006
O 0.670 -0.201 -3.072
N 0.427 1.472 -1.613
C 1.222 2.446 -2.281
N 0.401 -1.130 1.002
C 1.500 -1.949 0.475
C 0.116 -1.296 2.427
H -3.581 0.205 0.112
H -2.556 0.351 -1.344
H -2.409 1.673 -0.025
H 1.171 3.292 -1.738
H 2.308 2.229 -2.204
H 0.923 2.605 -3.328
H 1.261 -2.966 -0.088
H 1.910 -1.426 -0.402
H 2.177 -2.044 1.367
H 0.320 -2.360 2.879
H 0.685 -0.568 3.004
H -1.029 -1.277 2.431
*
```

Results of the natural (NBO) charge analysis, in e, for atoms 1 through 2: -0.436, -0.508

Record 4
Molecular formula: C5H12N4Si2
Method: DFT, ωB97M-V/def2-TZVPD

* frontier orbital gap: 0.2467 Eh
* E_HOMO: -6.823 eV
* electronic energy: -995.60615 a.u.
* largest force on an atom: 4.17 eV/Å
* LUMO level: -0.109 eV

```
! RIJCOSX wB97M-V def2-TZVPD def2/J DEFGRID3
* xyz 0 1
C 2.341 1.050 1.041
C 0.320 -1.431 -2.092
C 1.620 2.193 1.628
C -0.748 -0.508 -2.417
C -1.326 -1.121 1.289
N 1.772 -0.092 0.893
N 0.271 -2.047 -0.989
N 0.406 1.540 2.277
N -1.972 -0.847 -1.678
Si 0.150 0.030 1.466
Si -1.428 -1.889 -0.472
H 3.366 1.113 0.726
H 1.362 -1.430 -2.532
H 2.246 2.994 2.221
H 1.190 2.755 0.825
H -0.364 0.464 -2.049
H -0.866 -0.378 -3.400
H -1.236 -1.932 2.032
H -2.346 -0.829 1.634
H -0.372 2.242 2.491
H -2.502 0.056 -1.669
H 0.242 1.429 -0.851
H -2.127 -3.364 -0.377
*
```

Results of the natural (NBO) charge analysis, in e, for atoms 1 through 2: 0.179, 0.154

What did the second record say?
Molecular formula: C5H12N4O
Method: DFT, ωB97M-V/def2-TZVPD

* frontier orbital gap: 0.3380 Eh
* E_HOMO: -18.894 eV
* electronic energy: -491.27664 a.u.
* largest force on an atom: 5.40 eV/Å
* LUMO level: -9.697 eV

```
! RIJCOSX wB97M-V def2-TZVPD def2/J DEFGRID3
* xyz 2 1
H 1.467 -2.500 0.599
N 1.136 -1.577 0.504
C 1.928 -0.577 0.457
C 3.373 -0.392 0.447
N 1.287 0.692 0.206
C 0.206 1.349 -0.073
N -1.009 0.797 -0.205
C -1.652 -0.285 0.265
N -1.153 -1.170 1.133
O -2.961 -0.531 -0.059
C -3.769 0.354 -0.859
H 3.967 -1.285 0.466
H 3.769 0.239 1.373
H 3.695 0.268 -0.424
H 2.132 1.312 0.257
H 0.233 2.482 -0.156
H -1.668 1.222 -0.779
H -0.126 -1.540 1.108
H -1.911 -1.773 1.447
H -3.512 1.414 -0.750
H -4.858 0.333 -0.363
H -3.839 0.126 -1.920
*
```

Results of the natural (NBO) charge analysis, in e, for atoms 1 through 2: 0.424, -0.627